[1]
16
Properties=species:S:1:pos:R:3:forces:R:3:lowdin_charge:R:1 method="wB97M-V/def2-TZVPD" homo_energy_ev="-12.4 / -12.5" charge=+1 e_above_lowest_kj_mol=445.3
I -0.347 1.880 -2.319 0.1147 -0.9120 0.9168 0.8480
O -1.095 -0.411 -0.421 -0.3382 2.2861 -0.1927 -0.1155
N 1.189 0.004 -0.367 0.6484 -0.5541 -2.9251 0.0485
C -1.113 2.043 1.470 0.1355 1.6706 -2.1002 0.1228
C -0.553 -1.636 -0.219 2.2589 -2.5939 -3.2834 -0.1519
C 1.017 -1.489 -0.388 -1.5622 0.1330 -1.0658 -0.0429
C -0.200 0.574 -0.548 -0.8723 2.4900 -0.0745 -0.6894
H 1.938 0.248 -1.110 -1.7841 0.1604 1.3057 0.1987
H 1.483 -1.812 0.518 0.7367 -0.9898 -0.1285 0.1259
H -1.805 1.274 1.727 0.1648 -0.6298 0.5543 0.0016
H -0.944 -2.283 -1.103 0.5111 0.4409 2.2010 0.1812
H -0.154 2.305 1.924 -0.5563 -0.4936 0.1844 0.0129
H -0.579 -2.001 0.760 -1.5675 -0.7507 1.4464 0.1123
H -1.633 2.912 0.953 0.9373 -1.2248 0.5223 0.0430
H 1.280 -1.922 -1.388 0.5319 0.4849 1.3215 0.1572
H 1.517 0.315 0.510 0.6413 0.4827 1.3179 0.1475


[2]
84
Properties=species:S:1:pos:R:3:forces:R:3:lowdin_spin:R:1 method="wB97M-V/def2-TZVPD" homo_energy_ev="-6.4 / -6.7" multiplicity=2 e_above_lowest_kj_mol=0.0
Pd -0.107 0.150 0.065 0.2222 -0.0928 0.4611 0.4646
Ge -1.298 2.306 -0.043 -0.2843 -0.0169 -0.3942 0.1662
Ge -0.651 4.283 1.269 0.1281 0.0271 0.0421 0.0253
N -2.298 -1.630 1.329 0.0366 -0.2649 0.0344 0.0015
N 1.858 1.091 0.095 -0.1186 -0.0319 -0.1252 0.0658
N -1.347 -1.595 0.378 -0.2425 0.3796 -0.2703 0.0399
N 2.531 1.239 1.248 -0.0379 0.1288 -0.0627 0.0080
N -0.069 0.208 2.168 0.2334 -0.0667 -0.0263 0.0303
C -2.218 2.681 -4.197 -0.0108 0.0079 -0.0238 -0.0007
C 1.110 -0.087 2.812 0.0541 -0.1066 0.0111 0.0016
C -0.562 3.953 3.205 0.0051 0.0057 -0.0789 0.0005
C 3.555 -0.039 2.982 -0.0040 0.0062 -0.0083 -0.0002
C -1.625 -2.566 -0.481 0.1000 -0.0228 0.0697 0.0129
C -3.815 0.773 -0.142 0.0338 -0.0082 0.0073 0.0101
C -2.349 -0.746 2.453 0.1111 0.2930 0.1589 0.0008
C -2.083 2.207 -2.902 -0.0911 0.0106 0.0245 0.0078
C -1.463 2.968 -1.908 -0.0377 0.0087 0.0913 0.0313
C 2.332 -1.266 4.587 0.0952 0.0221 -0.0243 -0.0001
C -2.759 -3.270 -0.076 -0.0223 -0.0621 -0.0127 0.0037
C -3.155 -2.649 1.083 0.0614 0.0109 0.0337 0.0100
C -3.717 0.013 4.320 -0.0206 0.0001 -0.0170 -0.0004
C -5.048 0.056 5.017 -0.0246 -0.0068 -0.0005 -0.0001
C 2.375 0.356 2.356 -0.0319 -0.1677 0.2142 0.0015
C 4.859 -1.270 4.753 0.0183 0.0034 -0.0020 0.0003
C 1.119 5.036 0.821 -0.0792 -0.0626 0.1108 0.0003
C -0.971 4.219 -2.274 0.0465 0.0252 0.0292 0.0111
C 2.370 1.962 -0.763 0.0740 0.0498 0.0364 0.0129
C -5.799 1.192 1.150 -0.0150 -0.0052 0.0225 0.0071
C -3.140 1.817 0.495 0.0579 -0.0342 -0.0122 0.0341
C -5.129 0.464 0.175 -0.0154 -0.0262 -0.0069 -0.0008
C 1.160 -0.922 3.955 -0.1137 0.1067 -0.1264 0.0015
C -1.099 4.702 -3.570 0.0058 0.0158 -0.0496 0.0001
C 3.481 2.193 1.117 -0.0050 -0.0126 -0.0579 0.0103
C -2.621 0.727 4.790 0.0037 0.0304 0.0390 0.0000
C -3.556 -0.709 3.154 -0.0010 0.0330 -0.0402 0.0000
C -1.977 5.711 0.938 0.0748 -0.0288 0.0399 0.0127
C -3.819 2.511 1.495 0.0432 0.0529 0.0231 0.0114
C -1.442 0.744 4.081 0.0141 -0.0537 -0.1007 0.0009
C -0.104 -0.062 -1.961 0.1589 0.0299 -0.0118 -0.0099
C -5.136 2.211 1.815 -0.0406 -0.0167 0.0421 0.0003
C -1.259 0.044 2.876 -0.1789 -0.1103 0.0459 0.0042
C 3.415 2.677 -0.169 0.0320 -0.0252 -0.0049 0.0021
C 3.570 -0.835 4.112 -0.0334 -0.0379 0.0317 0.0019
C -1.727 3.934 -4.537 0.0151 0.0138 -0.0023 0.0083
H -1.675 6.593 1.509 -0.0077 0.0011 -0.0024 0.0018
H 0.099 0.846 -2.528 0.0224 -0.0702 0.0445 0.0024
H -0.605 1.323 4.447 0.0302 0.0164 -0.0192 0.0000
H -2.701 1.299 5.708 -0.0005 -0.0038 -0.0034 0.0000
H -5.631 -0.348 -0.339 0.0025 0.0079 -0.0037 -0.0001
H -4.940 0.396 6.047 -0.0006 -0.0012 -0.0002 0.0000
H -2.019 5.982 -0.117 0.0091 -0.0327 0.0116 0.0001
H 0.205 3.205 3.412 -0.0008 -0.0061 -0.0140 -0.0001
H 2.288 -1.909 5.459 0.0009 0.0009 0.0041 -0.0001
H -2.980 5.425 1.253 0.0170 -0.0254 -0.0049 0.0001
H -5.643 2.778 2.587 -0.0008 -0.0098 0.0035 0.0000
H -4.416 -1.236 2.766 -0.0025 -0.0225 -0.0377 0.0001
H -1.507 3.597 3.613 -0.0110 -0.0146 -0.0107 0.0000
H -2.461 1.220 -2.670 -0.0454 0.0331 0.0169 0.0009
H 5.631 -0.507 4.650 0.0041 -0.0076 -0.0018 0.0000
H 4.720 -1.464 5.817 0.0026 0.0031 0.0002 0.0000
H -1.830 4.305 -5.549 -0.0017 0.0014 0.0018 0.0006
H 1.202 6.014 1.300 -0.0317 0.0088 0.0036 0.0001
H 4.013 3.458 -0.602 -0.0067 -0.0016 -0.0013 0.0002
H 4.115 2.460 1.944 -0.0193 -0.0111 0.0031 0.0012
H 5.239 -2.188 4.298 0.0047 0.0016 0.0075 0.0001
H -0.711 5.682 -3.819 0.0016 -0.0044 -0.0065 -0.0001
H -6.828 0.959 1.394 0.0049 0.0025 -0.0004 0.0005
H -5.522 -0.926 5.032 -0.0046 0.0059 0.0008 0.0000
H -1.027 -0.501 -2.344 -0.0199 0.0324 0.0433 0.0001
H 1.951 2.043 -1.753 -0.0086 -0.0021 -0.0161 0.0000
H -3.216 -4.123 -0.544 0.0016 0.0023 -0.0007 0.0003
H -3.300 0.171 -0.883 0.0153 0.0012 -0.0533 0.0014
H 0.227 -1.311 4.340 -0.0378 0.0077 0.0101 0.0001
H 1.907 4.396 1.217 -0.0608 0.0321 -0.0097 0.0001
H 4.497 0.285 2.554 -0.0124 0.0029 -0.0040 0.0000
H 0.714 -0.775 -2.128 -0.0213 0.0036 -0.0135 -0.0024
H -5.730 0.742 4.509 0.0055 0.0014 -0.0021 0.0000
H 1.294 5.162 -0.246 -0.0286 -0.0179 -0.0448 0.0000
H -0.988 -2.716 -1.336 -0.0155 0.0223 -0.0228 0.0004
H -2.705 2.067 -4.945 -0.0040 0.0038 -0.0010 -0.0002
H -3.957 -2.894 1.752 0.0027 0.0225 0.0326 0.0008
H -0.287 4.880 3.713 -0.0049 0.0163 -0.0201 0.0002
H -0.481 4.845 -1.539 0.0176 0.0034 0.0166 0.0009
H -3.319 3.304 2.040 -0.0125 -0.0043 -0.0156 0.0011


[3]
9
Properties=species:S:1:pos:R:3:forces:R:3:lowdin_charge:R:1 method="wB97M-V/def2-TZVPD" homo_energy_ev=-8.9 e_above_lowest_kj_mol=116.6
I 1.037 -1.494 0.364 0.0132 -0.3553 0.1385 0.7091
I 3.563 0.845 -0.090 0.7150 0.1722 -0.0485 0.7099
S -1.465 1.102 0.901 -0.9649 -0.3050 -0.5579 0.6243
C 1.766 0.420 0.893 1.4437 -2.3985 -2.9369 -1.2191
C -2.411 0.026 0.157 -2.0837 2.5073 -0.3734 -0.5653
H 1.121 1.070 0.479 -2.2438 2.1277 -1.0115 -0.1655
H -2.258 -0.990 0.200 0.8941 -2.3291 0.1482 -0.0652
H 1.853 0.495 1.882 0.3964 0.2504 3.7985 -0.0788
H -3.422 0.222 -0.381 1.8301 0.3304 0.8430 0.0506


[4]
56
Properties=species:S:1:pos:R:3:forces:R:3:lowdin_spin:R:1 method="wB97M-V/def2-TZVPD" homo_energy_ev="-11.3 / -11.3" charge=+1 multiplicity=4 e_above_lowest_kj_mol=163.6
Re 0.652 0.423 0.229 0.0236 -0.1989 0.1230 1.4948
Te 1.395 3.455 1.981 -0.0806 0.2278 -0.1166 0.0069
S 1.019 -4.633 0.941 -0.0140 0.0019 -0.0557 0.0003
S 4.877 -2.782 0.034 0.0610 0.1610 -0.1067 0.0008
S -1.537 -0.571 0.785 0.0530 0.1618 0.1517 0.1286
S 3.564 -2.686 3.694 0.0740 0.0260 0.0538 0.0002
F 2.127 1.652 2.279 0.1251 -0.1429 0.0323 0.0323
F 5.008 1.946 -2.837 -0.0212 -0.0028 0.0083 0.0679
F 0.899 1.258 -4.981 -0.0217 -0.0093 -0.0051 0.0941
F 2.212 4.217 3.465 0.0897 -0.0396 0.1409 0.0023
F 0.073 4.840 1.852 -0.0817 0.0587 0.0101 -0.0002
F 0.116 2.759 3.153 -0.0589 -0.0524 -0.0155 0.0007
F -0.260 0.602 -2.665 -0.0295 -0.0168 -0.0426 0.0145
F 3.508 1.916 -5.120 -0.0018 -0.0038 0.0322 -0.0239
F 3.309 2.412 -0.660 0.0192 -0.0604 -0.0080 0.0400
F 3.936 0.336 -0.884 -0.0432 0.0787 -0.0529 0.0322
O 0.055 2.005 0.602 -0.0394 0.1212 -0.0610 0.0992
O 1.618 -0.997 0.684 0.0052 0.0118 0.0599 0.0663
N -2.559 1.717 1.698 0.0551 0.0177 0.0016 0.0122
N -1.815 0.253 3.336 0.0125 -0.0214 -0.0726 0.0206
C 2.406 -2.171 1.207 0.0584 -0.1912 -0.0223 0.0036
C -2.215 1.139 4.242 0.0346 -0.0799 0.0171 0.0017
C -1.982 0.544 2.058 -0.1560 -0.0593 0.0574 0.0316
C 4.156 -0.629 2.296 0.0429 0.0837 -0.0376 0.0000
C -0.406 -3.955 2.949 -0.0150 0.0139 -0.0104 0.0001
C 3.170 -2.644 0.002 -0.0193 -0.0989 0.0286 0.0018
C -2.800 2.362 3.923 0.0199 0.0351 -0.0186 0.0126
C 4.801 -1.657 4.258 -0.0251 -0.0279 0.0544 -0.0002
C 3.675 -3.336 -2.149 -0.0116 0.1071 -0.0265 0.0002
C 1.621 1.255 -3.885 0.0532 0.0134 0.0508 0.2803
C 4.922 -3.246 -1.603 -0.0021 -0.1944 0.0365 0.0002
C 1.044 0.910 -2.644 0.1298 -0.0055 -0.0828 0.0531
C -0.244 -4.955 2.036 0.0103 -0.0406 0.0324 -0.0014
C 5.004 -0.594 3.432 -0.0380 0.0294 -0.0656 0.0001
C 0.516 -2.901 2.749 -0.0670 0.0241 0.0082 -0.0011
C 2.986 1.607 -3.945 -0.0246 -0.0277 -0.0484 -0.0094
C 1.725 0.889 -1.473 -0.1137 -0.0070 -0.1847 0.2383
C 3.315 -1.703 2.306 -0.1048 -0.0609 0.0285 0.0001
C 3.732 1.622 -2.815 0.0193 0.0057 0.0089 0.2193
C 1.351 -3.125 1.689 0.0569 0.0938 0.0189 -0.0003
C 2.663 -2.985 -1.222 -0.0126 0.0842 -0.0304 0.0010
C 3.161 1.297 -1.471 0.0200 0.0232 0.0813 0.0728
C -2.953 2.638 2.594 0.0210 0.0020 0.0072 0.0044
H 5.867 -3.458 -2.078 -0.0120 -0.0289 0.0216 0.0000
H 1.607 -2.969 -1.456 0.0142 -0.0011 -0.0065 0.0006
H -1.150 -3.974 3.731 0.0170 0.0030 -0.0093 0.0000
H 3.489 -3.632 -3.171 -0.0004 0.0093 0.0082 0.0000
H 5.308 -1.883 5.182 -0.0156 0.0084 -0.0095 0.0000
H 0.565 -2.009 3.357 -0.0276 0.0020 0.0024 0.0000
H -3.094 3.072 4.680 -0.0136 -0.0129 -0.0042 0.0006
H -3.368 3.555 2.203 0.0023 -0.0042 -0.0106 0.0000
H -0.796 -5.879 1.963 0.0219 0.0075 0.0056 -0.0001
H -2.059 0.857 5.277 0.0096 0.0112 -0.0203 -0.0002
H 4.177 0.101 1.499 -0.0037 -0.0245 0.0576 0.0003
H 5.731 0.182 3.620 -0.0053 -0.0141 -0.0019 0.0000
H -2.646 1.905 0.706 0.0102 0.0036 -0.0133 0.0004


[5]
32
Properties=species:S:1:pos:R:3:forces:R:3:lowdin_charge:R:1 method="wB97M-V/def2-TZVPD" homo_energy_ev=-8.9 smiles="CCB(O)[PH](Br)(CCSc1nnco1)CON=O"
Br 0.873 2.420 2.479 0.2276 0.1195 0.7803 0.1935
S -3.267 -0.570 0.282 0.0057 0.0476 -0.4916 0.9954
P 0.126 1.605 0.286 -0.4935 -0.3000 -1.8969 0.7083
O 0.780 -1.141 0.191 -0.8291 0.3690 0.2878 0.0890
O -1.876 -2.287 -1.323 0.0416 0.0590 -0.5468 0.0473
O -2.441 2.743 -2.509 -0.2279 -0.2404 -0.2120 0.1001
O -0.373 2.103 -2.468 0.0489 0.0557 -0.1526 -0.1854
N -1.399 3.054 -2.118 0.1717 0.3218 0.2757 -0.0275
N -1.116 -3.757 0.132 -0.1191 0.4137 -0.5318 0.0610
N -1.884 -2.811 0.811 0.2148 -0.1180 -0.3690 0.0521
C 3.755 -0.521 -0.051 -0.0541 0.2587 0.3814 -0.0889
C -1.155 -3.403 -1.111 0.1467 -0.4176 1.0775 -0.1802
C -1.617 1.666 0.869 -0.1942 -0.1492 0.5285 -0.4149
C -0.285 1.032 -1.520 0.1301 0.0348 0.2713 -0.3225
C -2.140 0.318 1.404 0.3483 0.0466 -0.2874 -0.4696
C -2.289 -1.972 -0.086 -0.2257 0.0170 1.1896 -0.7183
C 2.802 0.176 0.960 0.2440 0.0207 -0.6396 -0.2084
B 1.319 0.081 0.515 0.3309 -0.2201 0.5240 -0.6473
H -1.150 0.380 -1.584 -0.3296 -0.0826 0.0135 0.0660
H 0.670 2.772 -0.249 0.0147 0.1884 0.3001 0.0278
H 3.133 1.188 1.138 -0.0228 0.2424 0.2164 0.0603
H -1.329 -0.358 1.627 0.1355 -0.2571 0.1520 0.0527
H 4.283 -1.332 0.429 0.0700 -0.3591 -0.0017 0.0692
H 0.555 0.449 -1.882 0.2098 -0.0895 -0.1511 0.0878
H -2.284 2.053 0.111 0.0393 0.0074 -0.3877 0.0571
H 3.246 -0.901 -0.925 -0.1005 -0.1858 -0.2255 0.0623
H 2.868 -0.353 1.907 -0.0614 0.0159 0.3575 0.1098
H -1.645 2.361 1.693 0.1018 0.2725 0.1661 0.0265
H -0.667 -3.913 -1.913 -0.0185 0.0576 -0.4306 0.1322
H 0.665 -1.725 0.950 0.2888 -0.4526 -0.1840 0.1193
H 4.513 0.179 -0.375 0.1488 0.1942 -0.2041 0.0688
H -2.672 0.462 2.331 -0.2426 0.1294 0.1905 0.0768


[6]
7
Properties=species:S:1:pos:R:3:forces:R:3:lowdin_spin:R:1 method="wB97M-V/def2-TZVPD" homo_energy_ev="-1.2 / -3.5" charge=-1 multiplicity=3 e_above_lowest_kj_mol=0.0
S -0.896 1.502 0.550 -1.1587 0.4530 2.6982 0.4994
O 3.021 1.180 -0.935 -0.9610 -0.3689 1.1903 0.0481
O -2.351 1.206 0.132 0.4957 -0.3170 -0.8240 0.3297
O 2.306 0.585 1.179 -0.6315 -0.3208 0.9108 0.0216
C 2.451 0.914 0.079 1.4441 0.7817 -2.3947 0.0531
C 0.200 1.898 -0.597 0.7254 -1.1379 -0.7412 0.9667
H 0.082 2.284 -1.573 0.0860 0.9098 -0.8393 0.0814


[7]
55
Properties=species:S:1:pos:R:3:forces:R:3:lowdin_charge:R:1 method="wB97M-V/def2-TZVPD" homo_energy_ev=-2.9 charge=-2
Sb 2.092 0.994 -0.767 0.1132 -0.1029 -0.4584 1.3412
S 2.025 -0.665 -2.353 0.1287 0.1976 0.2116 0.0311
S -1.659 -2.987 0.039 0.2960 0.2931 0.1016 0.3965
O -1.362 -2.396 -1.276 -0.2270 -0.4023 -0.0322 -0.4124
O 0.570 -1.012 0.451 -0.1060 -0.1434 0.2216 -0.2834
O -1.876 2.749 -1.298 -0.0946 0.0115 0.0098 -0.0004
O -0.455 1.021 -1.368 0.0616 -0.0191 0.2327 -0.2250
O -0.627 -3.921 0.483 -0.1152 -0.1105 -0.0376 -0.3387
O -3.013 -3.474 0.141 -0.0728 -0.0684 0.0319 -0.3333
O -0.661 1.231 1.458 -0.0489 0.0204 -0.0226 -0.1365
O -1.594 -1.759 1.058 -0.1384 0.0475 0.0003 -0.2336
O 0.259 -2.127 2.422 0.0828 0.0950 0.1376 0.0135
C -0.215 -1.197 1.469 0.0652 -0.2008 -0.0578 -0.6947
C 2.991 1.085 4.036 0.0110 -0.0173 0.0087 -0.1088
C 0.724 5.164 -1.453 0.0091 -0.0205 -0.0042 -0.0946
C 3.105 -0.084 3.295 -0.0218 0.0052 -0.0174 -0.0809
C 1.022 5.340 -2.794 0.0093 -0.0189 0.0097 -0.1110
C 2.768 -0.096 1.950 -0.0145 0.0422 0.0589 -0.1164
C 1.576 2.910 -1.532 -0.0421 0.0702 -0.0946 -0.3024
C 1.568 4.286 -3.515 -0.0041 -0.0128 -0.0216 -0.0956
C 0.994 3.953 -0.827 -0.0856 -0.0088 0.0328 -0.1133
C 4.829 1.342 -2.229 0.0074 -0.0614 -0.0215 -0.1596
C 1.836 3.078 -2.890 0.0382 0.0334 0.0597 -0.1219
C 6.165 1.649 -2.442 0.0093 0.0087 0.0319 -0.1110
C 6.971 2.035 -1.377 -0.0125 -0.0164 -0.0289 -0.1285
C -0.598 0.067 2.254 -0.0097 0.0577 0.1018 -0.1123
C 2.545 2.244 3.421 -0.0106 0.0172 -0.0324 -0.0994
C -1.789 1.305 0.591 -0.0256 0.0178 0.1080 -0.1091
C -1.349 1.748 -0.806 0.0802 -0.0615 -0.1952 -0.6440
C 6.422 2.106 -0.107 -0.0450 -0.0073 0.0051 -0.1132
C 4.251 1.423 -0.961 0.0232 0.0353 -0.0617 -0.2961
C 2.219 2.238 2.069 0.0345 0.0410 0.0083 -0.1174
C 2.317 1.068 1.331 -0.0111 -0.2061 0.2035 -0.3399
C 5.077 1.805 0.094 0.0028 0.0674 0.0117 -0.1130
Li -0.164 -1.024 -1.202 0.0544 0.4534 -0.3882 0.4953
H -1.543 -0.103 2.781 -0.0018 -0.0092 0.0087 0.1337
H 0.673 3.823 0.198 0.0262 -0.0346 0.0090 0.0912
H 1.889 3.159 1.612 -0.0055 -0.0079 -0.0260 0.0822
H 1.769 4.396 -4.574 -0.0027 0.0113 -0.0049 0.0920
H 2.803 -1.025 1.399 -0.0140 0.0025 -0.0449 0.1131
H 4.226 0.997 -3.062 -0.0158 -0.0009 0.0210 0.0472
H 0.246 5.958 -0.891 -0.0001 0.0042 -0.0007 0.0957
H 6.579 1.576 -3.441 0.0202 0.0053 0.0016 0.0891
H 3.237 1.087 5.092 -0.0045 0.0018 -0.0004 0.0887
H 7.036 2.393 0.740 0.0193 0.0031 -0.0073 0.0884
H 0.255 -2.968 1.931 -0.0197 -0.0622 -0.0362 0.0673
H 3.422 -1.006 3.767 0.0125 0.0054 0.0128 0.1017
H 0.803 6.281 -3.284 -0.0051 0.0052 -0.0002 0.0871
H 4.679 1.872 1.100 0.0047 -0.0024 -0.0020 0.0808
H 0.187 0.239 2.993 0.0092 0.0032 -0.0238 0.1185
H 2.444 3.161 3.989 0.0013 -0.0025 0.0069 0.0924
H 2.219 2.244 -3.468 0.0199 0.0073 -0.0028 0.0754
H -2.503 2.036 0.984 0.0302 0.0006 0.0195 0.1170
H -2.273 0.329 0.513 -0.0195 0.0286 -0.0482 0.1234
H 8.018 2.269 -1.538 0.0042 0.0046 0.0053 0.0842


[8]
16
Properties=species:S:1:pos:R:3:forces:R:3:lowdin_charge:R:1 method="wB97M-V/def2-TZVPD" homo_energy_ev=-11.4 e_above_lowest_kj_mol=75.9 smiles=CC.CC
C 1.125 0.751 1.560 -0.7457 0.5007 0.4860 -0.1516
C -1.256 -1.379 -0.803 -1.7933 -1.8553 0.0020 -0.1834
C 0.195 1.889 0.947 3.2592 -1.3615 1.0229 -0.1300
C -0.088 -1.273 -1.711 2.1908 0.5542 -1.6270 -0.2039
H -1.065 -1.045 0.208 -0.0050 0.2031 0.1529 0.0488
H 1.874 1.176 2.242 0.3310 0.0213 -0.7587 0.0540
H 0.967 -1.389 -1.345 -1.1162 0.3123 0.6271 0.0725
H 0.419 1.921 -0.100 -0.9638 -0.1294 -0.7291 0.0518
H 0.604 0.106 2.282 -0.3174 -0.0984 -0.6107 0.0537
H -1.630 -2.428 -0.765 0.4521 0.4470 0.4028 0.0712
H -0.761 1.775 1.342 -1.9068 -0.0861 -0.2787 0.0371
H 0.003 -1.952 -2.576 -0.9496 -0.0156 0.3163 0.0657
H 1.540 0.148 0.751 0.2492 -0.0087 0.4225 0.0432
H -2.154 -0.876 -1.221 0.7167 0.1788 0.3115 0.0767
H -0.159 -0.283 -2.158 0.5224 0.2012 -0.1657 0.0555
H 0.608 2.793 1.318 0.0764 1.1364 0.4259 0.0387